1.
{
  "formula": "C4H5NO",
  "method": "wB97M-V/def2-TZVPD",
  "species": ["C", "C", "C", "C", "N", "O", "H", "H", "H", "H", "H"],
  "xyz": [[-1.037, 0.409, 1.501], [0.152, 0.232, 2.145], [-0.252, 0.189, 0.225], [0.333, -0.342, -1.888], [0.870, 0.023, 0.819], [-0.684, 0.116, -1.009], [-2.094, 0.374, 1.568], [0.723, 0.402, 3.089], [1.272, -0.422, -1.444], [0.556, 0.299, -2.729], [0.160, -1.281, -2.277]],
  "e_lumo_ha": 0.0122,
  "de_lowest_kcal_mol": 98.3,
  "orbital_gap_ev": 8.6
}

2.
{
  "formula": "C4H5NO",
  "method": "wB97M-V/def2-TZVPD",
  "species": ["C", "C", "C", "O", "H", "H", "C", "N", "H", "H", "H"],
  "xyz": [[0.071, -1.620, -0.354], [-0.221, -1.394, 0.915], [-0.669, -0.329, 1.589], [-1.129, 0.304, 2.455], [-0.073, -0.852, -1.130], [0.501, -2.551, -0.715], [0.606, 1.157, -0.787], [-0.005, 1.318, 0.311], [0.270, 1.561, -1.744], [1.544, 0.594, -0.775], [-0.895, 1.812, 0.234]],
  "e_lumo_ha": -0.0045,
  "de_lowest_kcal_mol": 88.3,
  "smiles": "C=C=C=O.C=N",
  "orbital_gap_ev": 8.5
}

3.
{
  "formula": "C4H5NO",
  "method": "wB97M-V/def2-TZVPD",
  "species": ["C", "C", "O", "C", "N", "C", "H", "H", "H", "H", "H"],
  "xyz": [[0.515, -0.171, 0.974], [0.775, 0.632, -0.253], [0.860, 0.224, -1.612], [-0.276, -0.394, -1.332], [-1.368, -0.194, -0.569], [-0.937, 0.103, 0.608], [0.806, -1.222, 0.940], [0.835, 0.294, 1.910], [0.756, 1.702, -0.186], [-0.293, -1.358, -1.777], [-1.698, 0.368, 1.319]],
  "e_lumo_ha": 0.0356,
  "de_lowest_kcal_mol": 132.1,
  "orbital_gap_ev": 8.5
}

4.
{
  "formula": "C4H5NO",
  "method": "wB97M-V/def2-TZVPD",
  "species": ["C", "C", "N", "C", "C", "O", "H", "H", "H", "H", "H"],
  "xyz": [[-1.816, -0.072, -0.134], [-0.457, -0.209, 0.429], [0.241, -0.876, 1.217], [0.900, 0.318, 0.526], [1.909, -0.009, -0.520], [1.903, -1.036, -1.158], [-2.431, -0.933, 0.139], [-2.277, 0.839, 0.263], [-1.770, 0.020, -1.222], [1.112, 1.191, 1.144], [2.686, 0.767, -0.684]],
  "e_lumo_ha": 0.0305,
  "de_lowest_kcal_mol": 46.8,
  "smiles": "CC1=N[C@H]1C=O",
  "orbital_gap_ev": 10.7
}

5.
{
  "formula": "C4H5NO2",
  "method": "wB97M-V/def2-TZVPD",
  "species": ["N", "C", "C", "C", "O", "C", "O", "H", "H", "H", "H", "H"],
  "xyz": [[-0.005, 1.116, -1.923], [0.060, 0.170, -1.012], [-0.604, 0.451, 0.209], [0.046, -0.470, 1.122], [-0.190, -0.600, 2.454], [0.896, -1.246, 0.400], [0.884, -0.867, -0.974], [0.327, 1.050, -2.876], [-0.577, 1.738, -0.972], [-1.694, 0.530, 0.215], [-0.723, 0.171, 2.717], [1.579, -2.044, 0.641]],
  "e_lumo_ha": 0.0301,
  "de_lowest_kcal_mol": 91.9,
  "smiles": "Nc1cc(O)co1",
  "orbital_gap_ev": 8.3
}

6.
{
  "formula": "C4H5NO2",
  "method": "wB97M-V/def2-TZVPD",
  "species": ["C", "C", "C", "N", "H", "H", "H", "H", "H", "O", "C", "O"],
  "xyz": [[0.091, -0.416, 0.370], [-0.476, -1.098, -0.873], [0.208, -1.050, -2.083], [0.423, -0.784, -3.158], [-0.058, 0.673, 0.536], [1.083, -0.602, 0.076], [0.070, -0.931, 1.362], [-1.377, -0.947, -1.216], [-0.347, -2.215, -0.797], [1.223, 2.225, 1.704], [0.141, 2.456, 1.944], [-0.982, 2.689, 2.136]],
  "e_lumo_ha": 0.0139,
  "de_lowest_kcal_mol": 32.2,
  "smiles": "CCC#N.O=C=O",
  "orbital_gap_ev": 11.8
}

7.
{
  "formula": "C4H5NO2",
  "method": "wB97M-V/def2-TZVPD",
  "species": ["N", "C", "C", "C", "O", "C", "O", "H", "H", "H", "H", "H"],
  "xyz": [[-2.564, -1.104, 0.015], [-1.275, -0.743, 0.141], [-0.080, -0.545, 0.215], [1.174, 0.114, -0.159], [2.332, -0.269, 0.551], [1.048, 1.631, 0.017], [0.234, 2.301, -0.562], [-3.241, -0.518, 0.483], [-2.827, -1.315, -0.939], [1.290, -0.073, -1.239], [2.300, -1.226, 0.668], [1.783, 2.058, 0.727]],
  "e_lumo_ha": 0.0263,
  "de_lowest_kcal_mol": 67.2,
  "smiles": "NC#C[C@H](O)C=O",
  "orbital_gap_ev": 9.8
}

8.
{
  "formula": "C4H5NO2",
  "method": "wB97M-V/def2-TZVPD",
  "species": ["C", "C", "C", "O", "C", "O", "N", "H", "H", "H", "H", "H"],
  "xyz": [[-2.064, 0.401, 0.126], [-0.557, 0.205, 0.043], [-0.003, -0.977, -0.344], [1.366, -0.956, -0.348], [1.866, 0.160, 0.037], [3.216, -0.044, -0.009], [0.221, 1.219, 0.372], [-2.412, 1.235, 0.747], [-2.486, 0.521, -0.878], [-2.430, -0.517, 0.587], [-0.447, -1.911, -0.606], [3.789, 0.677, 0.272]],
  "e_lumo_ha": 0.0063,
  "de_lowest_kcal_mol": 111.7,
  "orbital_gap_ev": 7.8
}

9.
{
  "formula": "C4H5NO2",
  "method": "wB97M-V/def2-TZVPD",
  "species": ["O", "C", "N", "C", "C", "O", "C", "H", "H", "H", "H", "H"],
  "xyz": [[1.089, 2.318, 0.485], [0.540, 1.232, 0.409], [1.183, 0.059, 0.137], [0.396, -0.971, -0.481], [-1.018, -0.761, -0.007], [-1.302, -0.270, 1.237], [-0.929, 0.916, 0.449], [2.164, 0.130, -0.055], [0.858, -1.953, -0.345], [0.277, -0.822, -1.572], [-1.664, -1.611, -0.382], [-1.554, 1.772, 0.155]],
  "e_lumo_ha": 0.0258,
  "de_lowest_kcal_mol": 64.3,
  "smiles": "O=C1NC[C@H]2O[C@@H]12",
  "orbital_gap_ev": 10.0
}

10.
{
  "formula": "C4H5NO2",
  "method": "wB97M-V/def2-TZVPD",
  "species": ["O", "N", "C", "C", "C", "O", "C", "H", "H", "H", "H", "H"],
  "xyz": [[2.563, -0.314, -0.233], [1.592, 0.756, -0.086], [0.438, 0.230, 0.067], [-0.850, 1.230, 0.078], [-1.977, 0.489, -0.302], [-1.568, -0.919, -0.142], [-0.168, -1.097, 0.118], [3.352, 0.142, -0.007], [-0.487, 2.165, 0.310], [-3.034, 0.762, -0.242], [0.003, -1.684, 1.196], [0.136, -1.758, -0.757]],
  "e_lumo_ha": 0.0255,
  "de_lowest_kcal_mol": 105.8,
  "smiles": "O/N=C1/C=COC1",
  "orbital_gap_ev": 9.4
}

11.
{
  "formula": "C4H5NO2",
  "method": "wB97M-V/def2-TZVPD",
  "species": ["O", "C", "C", "C", "C", "O", "N", "H", "H", "H", "H", "H"],
  "xyz": [[-1.788, -1.190, -0.541], [-1.648, -0.034, -0.128], [-0.417, 0.141, 0.529], [0.561, 0.829, -0.333], [1.505, -0.367, -0.169], [2.633, -0.754, -0.359], [0.441, -0.998, 0.553], [-2.464, 0.809, -0.299], [-0.455, 0.641, 1.473], [1.383, 1.706, 0.106], [0.045, 1.136, -1.306], [0.204, -1.919, 0.474]],
  "e_lumo_ha": 0.0149,
  "de_lowest_kcal_mol": 64.3,
  "smiles": "O=C[C@@H]1CC(=O)N1",
  "orbital_gap_ev": 10.3
}

12.
{
  "formula": "C4H5NO2",
  "method": "wB97M-V/def2-TZVPD",
  "species": ["O", "C", "C", "O", "N", "C", "C", "H", "H", "H", "H", "H"],
  "xyz": [[-1.960, 0.593, 1.401], [-1.347, 1.413, 0.767], [-0.028, 1.114, 0.051], [0.469, 1.948, -0.676], [0.524, -0.104, 0.379], [1.324, -0.859, -0.549], [-0.015, -1.355, -0.111], [-1.690, 2.456, 0.628], [2.220, -1.304, -0.124], [1.430, -0.452, -1.552], [-0.828, -1.295, -0.833], [-0.102, -2.154, 0.619]],
  "e_lumo_ha": -0.0103,
  "de_lowest_kcal_mol": 44.3,
  "smiles": "O=CC(=O)N1CC1",
  "orbital_gap_ev": 9.7
}

13.
{
  "formula": "C4H5NO2",
  "method": "wB97M-V/def2-TZVPD",
  "species": ["C", "C", "C", "O", "N", "C", "O", "H", "H", "H", "H", "H"],
  "xyz": [[0.179, -1.229, 0.330], [-0.149, 0.135, -0.268], [-1.620, 0.473, -0.076], [-2.532, -0.343, -0.184], [0.623, 1.188, 0.422], [1.710, 1.342, 0.008], [2.797, 1.486, -0.414], [-0.550, -1.991, 0.036], [0.196, -1.186, 1.426], [1.167, -1.565, -0.001], [0.032, 0.147, -1.351], [-1.852, 1.542, 0.070]],
  "e_lumo_ha": 0.0181,
  "de_lowest_kcal_mol": 21.3,
  "smiles": "C[C@@H](C=O)N=C=O",
  "orbital_gap_ev": 10.9
}

14.
{
  "formula": "C4H5NO2",
  "method": "wB97M-V/def2-TZVPD",
  "species": ["C", "C", "C", "C", "N", "O", "O", "H", "H", "H", "H", "H"],
  "xyz": [[0.927, -0.851, -0.182], [2.099, -1.652, -0.039], [1.729, 1.474, -0.140], [-0.435, 1.221, 0.141], [0.898, 0.543, -0.011], [2.477, 2.354, 0.030], [3.268, -1.311, 0.176], [-0.039, -1.062, -0.076], [1.723, -2.778, 0.022], [-1.175, 0.802, -0.538], [-0.932, 1.293, 1.109], [-0.256, 2.202, -0.248]],
  "e_lumo_ha": 0.0039,
  "de_lowest_kcal_mol": 99.5,
  "orbital_gap_ev": 7.6
}

15.
{
  "formula": "C4H5NO2",
  "method": "wB97M-V/def2-TZVPD",
  "species": ["O", "C", "C", "O", "N", "C", "C", "H", "H", "H", "H", "H"],
  "xyz": [[-1.707, 0.765, -1.460], [-0.777, 1.499, -1.220], [0.439, 1.028, -0.370], [1.558, 1.405, -0.637], [0.106, 0.183, 0.664], [0.896, -0.955, 1.063], [-0.494, -1.128, 0.540], [-0.906, 2.335, -1.892], [1.079, -1.043, 2.130], [1.731, -1.225, 0.420], [-0.612, -1.532, -0.461], [-1.313, -1.332, 1.225]],
  "e_lumo_ha": 0.0007,
  "de_lowest_kcal_mol": 54.2,
  "smiles": "O=CC(=O)N1CC1",
  "orbital_gap_ev": 9.9
}

16.
{
  "formula": "C4H5NO2",
  "method": "wB97M-V/def2-TZVPD",
  "species": ["C", "C", "C", "O", "N", "C", "O", "H", "H", "H", "H", "H"],
  "xyz": [[-1.996, 0.453, 0.194], [-0.602, 0.022, -0.139], [-0.153, -0.629, -1.203], [0.599, -1.013, -2.017], [0.582, 0.464, 0.545], [1.551, -0.361, 0.450], [2.843, -0.045, 0.525], [-1.959, 1.342, 0.830], [-2.555, 0.716, -0.710], [-2.555, -0.324, 0.724], [1.443, -1.432, 0.304], [2.927, 0.864, 0.820]],
  "e_lumo_ha": 0.0200,
  "de_lowest_kcal_mol": 55.9,
  "smiles": "CC(=C=O)/N=C/O",
  "orbital_gap_ev": 8.5
}

17.
{
  "formula": "C4H5NO2",
  "method": "wB97M-V/def2-TZVPD",
  "species": ["O", "C", "C", "O", "N", "C", "C", "H", "H", "H", "H", "H"],
  "xyz": [[-3.008, -0.710, -0.108], [-2.314, 0.276, -0.112], [-0.790, 0.266, -0.223], [-0.293, 1.160, -0.935], [-0.169, -0.710, 0.410], [1.229, -0.459, 0.847], [1.612, -0.067, -0.477], [-2.732, 1.305, -0.114], [1.629, -1.413, 1.200], [1.321, 0.322, 1.608], [1.921, 0.934, -0.747], [1.645, -0.833, -1.246]],
  "e_lumo_ha": [-0.0359, -0.0358],
  "de_lowest_kcal_mol": 92.3,
  "orbital_gap_ev": [8.6, 8.6]
}

18.
{
  "formula": "C4H5NO2",
  "method": "wB97M-V/def2-TZVPD",
  "species": ["C", "C", "C", "N", "H", "H", "H", "H", "H", "O", "C", "O"],
  "xyz": [[1.260, 0.947, 0.075], [0.298, 0.007, -0.565], [0.212, -1.194, -0.107], [-0.298, -2.079, 0.534], [1.392, 0.643, 1.024], [0.791, 1.906, 0.256], [2.341, 1.008, -0.472], [0.113, -0.019, -1.595], [0.176, -2.953, 0.773], [-1.716, 1.327, 0.808], [-2.067, 0.568, 0.023], [-2.501, -0.161, -0.753]],
  "e_lumo_ha": 0.0247,
  "de_lowest_kcal_mol": 42.0,
  "smiles": "CC=C=N.O=C=O",
  "orbital_gap_ev": 9.5
}

19.
{
  "formula": "C4H5NO2",
  "method": "wB97M-V/def2-TZVPD",
  "species": ["C", "C", "N", "C", "O", "C", "O", "H", "H", "H", "H", "H"],
  "xyz": [[1.295, -1.624, -0.288], [0.024, -1.240, -0.502], [-0.516, -0.344, 0.478], [-0.438, 0.881, 0.135], [0.098, 1.197, -1.033], [-1.054, 1.918, 1.061], [-1.173, 1.734, 2.246], [1.630, -2.642, -0.451], [1.972, -0.933, 0.214], [-0.684, -1.862, -1.052], [0.261, 0.077, -1.373], [-1.415, 2.837, 0.567]],
  "e_lumo_ha": 0.0016,
  "de_lowest_kcal_mol": 76.3,
  "smiles": "C=C/N=C(\\O)C=O",
  "orbital_gap_ev": 9.9
}

20.
{
  "formula": "C4H5NO2",
  "method": "wB97M-V/def2-TZVPD",
  "species": ["O", "C", "C", "C", "N", "C", "O", "H", "H", "H", "H", "H"],
  "xyz": [[2.451, 0.154, -0.625], [1.297, -0.176, -0.688], [0.404, -0.094, 0.540], [-0.567, 1.287, 0.053], [-0.988, 0.439, 1.011], [-0.916, -1.154, 0.276], [-1.397, -1.369, -0.821], [0.819, -0.635, -1.565], [1.025, -0.018, 1.425], [-0.812, 1.110, -1.004], [-0.247, 2.304, 0.300], [-1.069, -1.848, 1.098]],
  "e_lumo_ha": 0.0026,
  "de_lowest_kcal_mol": 125.5,
  "orbital_gap_ev": 9.3
}

DFT total energy per entry: -285.25791, -285.27379, -285.20407, -285.34008, -360.52291, -360.61816, -360.56230, -360.49143, -360.56697, -360.50089, -360.56698, -360.59876, -360.63553, -360.51083, -360.58309, -360.58036, -360.52228, -360.60247, -360.54785, -360.46943 Ha